1.
A structure of composition C67H81N5O4PRbS at a distorted geometry, computed with ωB97M-V/def2-TZVPD.

Geometry as ORCA input:
```
! wB97M-V def2-TZVPD RIJCOSX def2/J DEFGRID3
* xyz -2 1
Rb 0.522 -0.135 0.420
S 2.632 -0.627 2.853
P -2.156 1.388 1.392
O -2.589 -0.238 -0.468
O 2.910 -2.006 3.192
O 1.231 -0.242 2.832
O 1.400 -1.580 -1.253
N 3.853 0.500 -1.010
N 3.271 -0.106 1.524
N 0.797 3.168 -0.041
N -0.598 1.280 -2.296
N -1.772 -1.570 2.024
C -0.240 -1.188 -2.911
C -4.682 -0.813 -1.492
C 3.958 -0.295 5.255
C -7.967 1.526 -3.123
C -4.942 -2.096 -0.679
C -1.712 2.681 2.718
C 4.051 0.718 -2.282
C 1.290 2.633 -1.305
C 3.331 0.338 4.192
C -7.143 0.115 -5.018
C 3.249 1.724 4.142
C -0.239 3.115 4.612
C -6.755 1.216 -4.016
C -2.954 -2.555 -5.893
C -1.132 -1.702 -3.847
C -2.760 -0.996 2.794
C 0.580 4.599 -0.083
C -3.394 2.413 0.515
C 0.169 2.531 -2.339
C 6.749 -1.472 1.214
C -6.421 2.487 -4.801
C -5.574 0.743 -3.167
C -5.715 -0.327 -2.283
C -1.890 1.468 -2.968
C -5.596 3.139 -0.154
C -3.214 0.834 -2.504
C -4.774 2.260 0.546
C 5.210 0.301 -2.973
C 4.427 1.852 6.238
C -4.351 -1.173 4.611
C 3.795 2.480 5.169
C 6.019 -0.596 -0.892
C -0.773 -3.893 -3.022
C -2.345 -3.646 -5.010
C 1.678 2.837 1.067
C 4.508 0.466 6.281
C -3.496 -4.430 -4.370
C 4.516 -0.485 1.080
C -1.427 -3.055 -3.936
C 4.796 -0.182 -0.306
C 0.535 -4.028 0.319
C 0.842 -4.429 -1.134
C -2.231 3.968 2.881
C 5.528 -1.102 1.809
C -4.289 1.252 -3.289
C -3.120 0.360 2.612
C 0.365 -5.868 -1.327
C 6.192 -0.334 -2.270
C -0.757 4.399 4.746
C -3.387 -1.742 3.802
C 7.003 -1.245 -0.110
C -3.684 -2.971 -0.583
C -1.543 -4.598 -5.913
C -6.025 -2.960 -1.354
C -4.084 0.905 3.457
C 0.478 -2.046 -2.020
C 0.145 -3.451 -2.084
C 2.365 -4.414 -1.361
C -3.428 -0.098 -1.446
C -2.851 3.433 -0.273
C -3.668 4.308 -0.973
C 0.204 0.252 -2.979
C -1.756 4.819 3.879
C -4.714 0.159 4.443
C -5.448 -1.732 0.723
C -5.051 4.170 -0.906
C -0.707 2.277 3.610
H -2.175 -1.990 -6.415
H -1.654 -2.566 2.061
H -0.707 -5.968 -1.126
H -3.607 -3.009 -6.646
H -3.230 5.089 -1.588
H -5.656 -2.633 1.315
H -7.323 2.866 -5.291
H -5.460 0.615 5.083
H 4.854 2.444 7.040
H -0.517 3.358 -2.165
H -0.035 4.881 -0.940
H -8.840 1.784 -3.736
H 3.725 3.561 5.136
H -1.594 -1.002 -4.539
H 0.062 4.918 0.827
H -3.550 -1.855 -5.297
H 7.111 -0.647 -2.754
H -1.772 1.129 -4.010
H -4.708 -1.134 1.258
H -7.739 2.369 -2.466
H -1.767 3.524 -0.317
H 2.756 2.197 3.301
H -6.681 -0.823 -2.222
H 0.293 0.541 -4.044
H -3.018 4.323 2.224
H -5.218 1.443 1.101
H -4.119 -4.905 -5.139
H -3.121 -5.211 -3.702
H -1.145 -5.441 -5.341
H -6.035 3.261 -4.131
H -2.864 -2.430 -0.129
H -1.662 -1.162 1.108
H -4.340 1.953 3.349
H 2.600 -4.779 -2.368
H -5.997 -3.971 -0.933
H -2.172 -4.998 -6.720
H 5.001 -0.024 7.114
H -7.035 -2.568 -1.192
H 7.932 -1.563 -0.571
H 0.917 -3.028 0.522
H -6.282 -0.140 -5.642
H 0.566 -6.224 -2.342
H 5.352 -1.344 2.847
H 1.205 0.270 -2.541
H -5.670 2.294 -5.573
H -2.174 5.815 3.976
H -6.373 -1.147 0.649
H 2.102 3.260 -1.709
H -8.229 0.670 -2.496
H -5.859 -3.032 -2.430
H -0.696 -4.067 -6.358
H 3.265 1.254 -2.813
H -3.353 -3.281 -1.578
H -4.824 -1.772 5.382
H -4.121 -3.759 -3.784
H 1.001 -4.726 1.024
H -5.694 4.857 -1.444
H 2.866 -5.062 -0.629
H -7.965 0.442 -5.669
H 0.594 2.682 -3.350
H 1.178 3.103 2.000
H -3.900 -3.870 0.010
H 2.640 3.378 1.011
H -6.672 3.006 -0.114
H -0.551 -4.034 0.479
H 4.003 -1.379 5.262
H 5.306 0.491 -4.034
H 1.535 5.154 -0.155
H 0.905 -6.516 -0.630
H -3.105 -2.783 3.936
H -4.081 2.012 -4.040
H 0.541 2.768 5.282
H 1.712 1.644 -1.114
H 7.500 -1.959 1.826
H -0.280 1.282 3.508
H 2.748 -3.400 -1.256
H -0.995 -4.956 -3.067
H 1.899 1.773 1.063
H -2.083 2.540 -3.041
H -7.455 -0.791 -4.492
H -0.384 5.065 5.517
*
```

Lowest unoccupied orbital energy ... 0.1308 Ha

2.
A cluster of 2 separate species, C10H16 in total at a distorted geometry, computed with ωB97M-V/def2-TZVPD.

Geometry as ORCA input:
```
! wB97M-V def2-TZVPD RIJCOSX def2/J DEFGRID3
* xyz -1 2
C -1.761 0.906 0.663
C 2.682 -0.936 -1.675
C -0.851 1.854 0.045
C 1.511 -1.674 -0.988
C 0.121 -0.031 1.933
C -1.235 0.079 1.660
C 1.035 0.797 1.181
C 0.547 -2.269 -1.998
C 0.509 1.746 0.301
C -3.135 0.644 0.108
H 1.195 2.439 -0.187
H -1.167 2.488 -0.778
H 2.742 0.106 -1.352
H 0.957 -3.165 -2.479
H 3.642 -1.417 -1.500
H -3.892 1.299 0.565
H 0.245 -1.506 -2.715
H -3.407 -0.413 0.195
H 0.498 -0.726 2.676
H -3.187 0.841 -0.972
H 2.107 0.625 1.173
H 1.993 -2.494 -0.442
H 2.497 -0.847 -2.751
H -1.913 -0.633 2.129
H 1.020 -1.074 -0.220
H -0.369 -2.621 -1.516
*
```

Lowest unoccupied orbital energy (spin up / spin down) ... 0.1417 / 0.1392 Ha

3.
A structure of composition C6H15ClLiNO2 at a distorted geometry, computed with ωB97M-V/def2-TZVPD.

Geometry as ORCA input:
```
! wB97M-V def2-TZVPD RIJCOSX def2/J DEFGRID3
* xyz 0 1
Cl 1.670 0.657 -2.356
O 1.808 1.701 0.686
O -1.121 -2.599 -0.570
N -0.573 0.169 0.183
C -1.755 -1.570 -1.244
C 0.722 1.784 1.684
C -0.987 -3.782 -1.378
C -0.636 1.167 1.213
C 2.945 2.500 1.190
C -1.813 -0.259 -0.405
Li 2.318 -0.121 -0.372
H 0.991 1.299 2.622
H -2.631 -0.282 0.315
H 0.496 2.846 1.780
H -1.927 -4.332 -1.422
H -0.050 0.658 -0.529
H -1.385 1.890 0.892
H -1.061 0.661 2.080
H 3.411 2.874 0.279
H -0.559 -3.663 -2.374
H 3.635 1.924 1.806
H 2.745 3.432 1.719
H -0.187 -4.374 -0.933
H -2.749 -1.806 -1.626
H -2.085 0.553 -1.079
H -1.224 -1.326 -2.163
*
```

Lowest unoccupied orbital energy ... -0.0093 Ha

4.
The molecule C2H5NOS at a distorted geometry, computed with ωB97M-V/def2-TZVPD.

Geometry as ORCA input:
```
! wB97M-V def2-TZVPD RIJCOSX def2/J DEFGRID3
* xyz 0 1
S -2.474 0.405 -0.120
O 0.295 1.845 -0.152
N -0.930 -0.137 -0.390
C 0.197 0.660 -0.142
C 1.371 -0.282 0.017
H 2.285 0.109 0.487
H 1.687 -0.525 -1.072
H -0.858 -1.192 -0.411
H 0.944 -1.153 0.549
H -2.517 0.271 1.235
*
```

Lowest unoccupied orbital energy ... 0.0199 Ha
SMILES string ... CC(=O)NS

5.
A structure of composition C9H23GeNO4RuS2Se2Si at a distorted geometry, computed with ωB97M-V/def2-TZVPD.

Geometry as ORCA input:
```
! wB97M-V def2-TZVPD RIJCOSX def2/J DEFGRID3
* xyz -1 2
Ru -0.367 -1.395 -0.843
Se 1.581 -2.711 -1.024
Se -0.220 -0.360 1.602
Ge -2.904 1.479 1.348
S -1.743 1.913 -3.212
S -2.801 -1.629 -0.359
Si 3.666 -1.747 -1.494
O -2.286 -2.192 -1.646
O -4.210 -1.832 -0.193
O -1.989 -2.257 0.721
O -2.415 -0.181 -0.374
N 0.194 0.366 -1.994
C 4.816 -2.274 -0.039
C 1.696 0.205 1.629
C 4.308 -2.522 -3.131
C -2.972 3.002 2.690
C -3.719 -0.017 2.358
C 3.560 0.154 -1.711
C -0.687 0.984 -2.485
C -0.878 1.415 1.199
C -3.900 2.278 -0.180
H -4.176 -0.712 1.664
H 4.526 0.591 -1.930
H -3.840 1.629 -1.043
H -3.505 3.259 -0.432
H 1.881 0.923 2.426
H 3.171 0.626 -0.815
H 2.873 0.396 -2.517
H 2.309 -0.684 1.769
H 4.468 -3.221 0.366
H -2.524 3.899 2.273
H 1.901 0.647 0.656
H -2.445 2.761 3.607
H 4.151 -3.596 -3.121
H 5.839 -2.405 -0.375
H -0.389 2.095 1.901
H -4.464 0.363 3.054
H -4.943 2.390 0.103
H 5.364 -2.329 -3.290
H 3.770 -2.118 -3.982
H 4.820 -1.546 0.767
H -2.955 -0.549 2.921
H -3.995 3.245 2.955
H -0.572 1.654 0.180
*
```

Lowest unoccupied orbital energy (spin up / spin down) ... 0.0518 / 0.0579 Ha

ΔE to the lowest compared entry with this formula, charge and spin? In order: 155.4, 38.5, 51.9, 98.6, 253.4 kJ/mol.